Entry 1:
Here is a 4-piece molecular cluster, C4H13NO5 overall from the OMol25 dataset. Energies are from ωB97M-V/def2-TZVPD.

Geometry as XYZ:
```
23
Properties=species:S:1:pos:R:3:forces:R:3:lowdin_charge:R:1
C 2.3677 0.1301 -1.2166 0.5 0.6 0.8 -0.104
C 1.1252 -0.4015 -0.4854 0.2 -0.5 -2.3 -0.132
C -0.0908 -0.3631 -1.4827 -0.2 -0.8 0.8 -0.463
O -0.0145 -0.2708 -2.6723 2.1 0.6 -1.7 0.083
N -1.3787 -0.7436 -1.1296 -0.3 1.1 2.2 0.107
C -2.0175 -0.3727 0.1063 -1.3 -4.3 -0.5 -0.268
O -3.1500 -0.8354 0.2845 1.3 1.9 0.0 -0.009
H 2.1064 1.0409 -1.8033 0.6 -0.8 0.4 0.097
H 3.2349 0.2590 -0.5334 -1.0 1.0 0.4 0.082
H 2.9064 -0.5928 -1.7615 -0.3 -1.1 -1.8 0.049
H 1.2441 -1.4703 -0.1947 -0.2 0.9 0.1 0.125
H 1.0664 0.2353 0.3525 -1.0 0.3 1.2 0.059
H -1.8357 -1.0804 -2.0219 -0.2 0.8 2.0 0.183
H -1.4023 -0.1036 1.0227 -0.2 0.6 -1.7 0.127
O -0.4523 -2.1524 1.7617 1.1 -1.3 -1.0 -0.066
H -1.1839 -1.9913 2.3440 -0.7 -0.4 0.3 0.035
H -0.5052 -3.0737 1.3821 -0.3 1.6 0.9 0.090
O 0.6069 0.8537 2.8457 -2.0 6.5 4.0 0.049
H 0.8329 0.0359 2.7219 2.0 -7.1 -2.0 -0.075
H 0.4829 1.4053 2.1179 -0.1 0.6 -2.0 0.004
O -1.0105 2.8769 -0.5528 -2.4 1.2 -0.7 -0.121
H -1.8716 2.9407 -1.1243 2.5 -0.2 1.6 0.097
H -1.0609 3.6738 0.0391 0.0 -1.1 -0.9 0.052
```
Forces are in eV/Å.

Values from the calculation:
HOMO level = -9.72 eV
gap between HOMO and LUMO = 0.3688 Ha
spin multiplicity = 1



Entry 2:
Here is an isolated molecule of C4H4N2S from the OMol25 dataset. Energies are from ωB97M-V/def2-TZVPD.

Geometry as XYZ:
```
11
Properties=species:S:1:pos:R:3:forces:R:3:lowdin_charge:R:1
C 1.7091 2.2510 1.2474 -0.6 -0.2 0.3 -0.171
C 0.2651 -0.2489 -0.1861 1.1 -3.2 -0.7 -0.192
C -0.7664 -1.2917 -0.3791 -1.7 0.2 -0.2 -0.674
C 0.6472 2.0915 0.3558 -1.7 -3.3 -1.2 -0.051
N 2.4491 2.4692 2.0851 1.2 0.2 0.9 0.204
N 0.0734 0.9684 0.0140 0.3 4.0 0.3 0.134
S -0.7012 -1.9194 -2.1080 0.8 1.3 0.9 0.419
H 1.2693 -0.5276 -0.3514 1.2 -0.6 -0.5 0.117
H -0.8560 -2.1331 0.2839 0.7 0.0 0.6 0.055
H -1.6372 -0.6714 -0.2607 -1.0 -0.3 0.1 0.050
H 0.2162 2.9141 -0.1127 -0.3 1.7 -0.6 0.109
```
Forces are in eV/Å.

Values from the calculation:
HOMO level (spin up / spin down) = -7.90 / -7.87 eV
gap between HOMO and LUMO (spin up / spin down) = 0.1739 / 0.1731 Ha
spin multiplicity = 1



Entry 3:
Here is a 2-piece molecular cluster, C5H8NP overall from the OMol25 dataset. Energies are from ωB97M-V/def2-TZVPD.

Geometry as XYZ:
```
15
Properties=species:S:1:pos:R:3:forces:R:3:lowdin_charge:R:1
C 0.0119 -1.3703 1.1154 0.6 -0.3 2.3 -0.276
C -1.9218 -0.2812 1.0369 1.1 -0.4 -0.1 -0.351
C 0.4184 -0.3070 0.4598 4.9 1.3 -1.6 -0.287
C 2.7108 0.2285 -0.0690 -3.0 -2.7 2.6 0.127
C -1.2185 0.9318 -1.4310 -2.0 -1.0 -2.3 -0.340
N -1.3277 -1.3182 1.5354 -1.6 0.2 -0.8 -0.011
P -0.7936 0.9555 0.3517 0.5 0.3 -0.5 0.880
H 0.6134 -2.0965 1.6642 0.0 -0.2 -0.8 0.097
H -2.9617 -0.1241 1.0637 -1.3 0.0 0.6 0.050
H 2.6707 1.1146 0.4643 0.0 1.8 0.6 -0.032
H 2.7666 0.2333 -1.1007 0.0 0.0 -1.8 -0.025
H 3.2697 -0.5361 0.4825 -0.4 0.1 -0.5 0.018
H -0.7374 1.4789 -2.3059 -0.1 0.0 1.9 0.051
H -2.3328 1.2286 -1.4461 1.6 -0.4 -0.2 0.047
H -1.1680 -0.1378 -1.8213 -0.3 1.1 0.7 0.054
```
Forces are in eV/Å.

Values from the calculation:
HOMO level = -8.86 eV
gap between HOMO and LUMO = 0.3277 Ha
spin multiplicity = 1



Entry 4:
Here is a 2-piece molecular cluster, C2H7OS overall from the OMol25 dataset. Energies are from ωB97M-V/def2-TZVPD.

Geometry as XYZ:
```
11
Properties=species:S:1:pos:R:3:forces:R:3:lowdin_charge:R:1
C -1.5713 0.1481 -0.8212 1.9 0.1 1.3 -0.519
S -3.0516 -0.6758 -0.1793 -0.8 0.7 -1.6 0.588
H -0.6759 -0.4209 -1.2134 -1.4 -0.1 0.4 0.050
H -1.0412 0.7281 0.0245 -0.9 -0.2 -1.6 0.038
H -2.0318 0.6501 -1.6447 0.4 1.2 -0.4 -0.021
H -2.4165 -1.3547 0.6646 1.1 -1.6 2.0 -0.237
C 2.1014 0.2084 0.6835 0.2 -0.7 -4.1 -0.503
O 1.1744 1.1087 0.2423 0.6 -0.7 0.7 -0.444
H 3.1668 0.2662 0.1819 -0.9 0.2 -0.2 0.027
H 1.8733 -0.9220 0.4109 0.0 1.2 0.7 0.042
H 2.4723 0.2637 1.6510 0.0 0.0 2.9 -0.023
```
Forces are in eV/Å.

Values from the calculation:
HOMO level = -2.23 eV
charge = -1
gap between HOMO and LUMO = 0.2051 Ha
spin multiplicity = 1



| no. | E (eV) |
| --- | --- |
| 1 | -16084.947 |
| 2 | -18023.420 |
| 3 | -16088.439 |
| 4 | -15068.621 |